No. 1
{
  "formula": "C33H55F3N11O15SV2",
  "method": "ωB97M-V/def2-TZVPD",
  "charge": 1,
  "s2": 6.157,
  "energy_ev": -152553.59604,
  "spin_multiplicity": 5,
  "elements": ["V", "V", "N", "O", "O", "O", "N", "O", "O", "O", "N", "O", "O", "O", "N", "O", "O", "O", "C", "F", "F", "F", "S", "O", "O", "O", "N", "C", "C", "C", "C", "H", "H", "H", "H", "H", "N", "C", "C", "C", "C", "H", "H", "H", "H", "H", "N", "C", "C", "C", "C", "H", "H", "H", "H", "H", "N", "C", "C", "C", "C", "H", "H", "H", "H", "H", "N", "C", "C", "C", "C", "H", "H", "H", "H", "H", "C", "C", "N", "C", "C", "C", "C", "H", "H", "H", "H", "H", "H", "H", "H", "H", "H", "H", "H", "H", "H", "H", "C", "C", "N", "C", "C", "C", "C", "H", "H", "H", "H", "H", "H", "H", "H", "H", "H", "H", "H", "H", "H", "H"],
  "coordinates": [[2.69779, -0.55028, -3.24243], [-2.15865, 1.48364, -4.12932], [0.66642, 0.07622, -4.97401], [1.66051, 0.69036, -4.81080], [-0.44554, 0.58508, -5.19786], [0.85314, -1.02870, -4.40189], [-1.07947, 3.95624, -3.49455], [-0.33751, 4.70082, -2.82146], [-2.22063, 3.55506, -3.21136], [-0.64776, 3.13716, -4.28145], [2.81733, -2.50699, -1.23220], [2.38752, -3.10657, -0.26201], [3.44025, -1.48584, -1.33867], [2.38259, -2.54659, -2.31895], [-3.85631, -0.25632, -3.15158], [-4.78922, -0.95419, -2.97935], [-3.85607, 0.93942, -2.92860], [-2.96369, -0.50441, -3.98186], [-1.07129, -1.03975, -0.75731], [-0.29338, -1.66104, 0.07310], [-1.44695, -1.85925, -1.79989], [-2.16300, -0.59848, -0.17486], [-0.14867, 0.56663, -1.43564], [-0.03240, 1.53382, -0.38335], [1.16500, 0.22708, -2.07947], [-1.09578, 0.96878, -2.51958], [2.20322, 0.32811, 3.09942], [3.31416, 0.76933, 3.73351], [4.45052, 0.39636, 2.96724], [3.92788, -0.35519, 1.89827], [2.53527, -0.27347, 1.93553], [1.25881, 0.47162, 3.42746], [3.15367, 1.30995, 4.65458], [5.48656, 0.64332, 3.14623], [4.37874, -0.83745, 1.04354], [1.81901, -0.78274, 1.30782], [-0.13746, -6.83501, -0.16955], [-1.22950, -7.52982, -0.47452], [-2.23828, -6.65255, -0.84070], [-1.67416, -5.42798, -0.95333], [-0.40208, -5.55674, -0.48819], [0.74157, -7.16110, 0.20604], [-1.25291, -8.59977, -0.32939], [-3.23594, -6.83445, -1.21216], [-2.09848, -4.56668, -1.44781], [0.43844, -4.88783, -0.59995], [1.66186, 3.71839, 0.59191], [2.90379, 3.50698, 1.18179], [3.67584, 4.63567, 0.83630], [2.84214, 5.56988, 0.19065], [1.56091, 4.98392, 0.11021], [0.85502, 3.11377, 0.65150], [3.09766, 2.58290, 1.70608], [4.72125, 4.78008, 1.06577], [3.16351, 6.53923, -0.16076], [0.56714, 5.32154, -0.14439], [-2.65948, 4.38970, 1.68598], [-2.21494, 3.64501, 0.61454], [-2.96557, 2.50243, 0.60132], [-3.92736, 2.54106, 1.61188], [-3.67649, 3.71418, 2.32233], [-2.34672, 5.30780, 1.96770], [-1.51293, 4.04997, -0.09932], [-2.95319, 1.70663, -0.12871], [-4.76218, 1.89231, 1.83233], [-4.13955, 4.22325, 3.15469], [-0.89325, 1.21505, 2.77773], [-0.23008, 2.25222, 3.39418], [0.06795, 1.78714, 4.63805], [-0.24792, 0.41441, 4.76303], [-0.83754, 0.04006, 3.51852], [-1.28177, 1.27490, 1.84737], [-0.10353, 3.21482, 2.92112], [0.62582, 2.33918, 5.37996], [-0.12283, -0.25341, 5.60253], [-1.33498, -0.87457, 3.23148], [2.59029, 3.22689, -2.66446], [3.73098, 2.44327, -3.36925], [4.08159, 1.09265, -2.72868], [4.41523, 1.28842, -1.27728], [5.53361, 2.35157, -0.96644], [5.30403, 0.70705, -3.46897], [6.07087, -0.45356, -2.84924], [2.82066, 3.38652, -1.61111], [1.65442, 2.67821, -2.77024], [2.34504, 4.22399, -3.03017], [3.41098, 2.32342, -4.40431], [4.55417, 3.15760, -3.38246], [3.56196, 1.64994, -0.70342], [4.75004, 0.40525, -0.73321], [6.44959, 2.07291, -1.48743], [5.26388, 3.36005, -1.27999], [5.70811, 2.38597, 0.10895], [6.06683, 1.48349, -3.52720], [5.03132, 0.45834, -4.49458], [6.53126, -0.25942, -1.88050], [6.96320, -0.72675, -3.41244], [5.50179, -1.35159, -2.60883], [-4.76533, -2.82517, -0.42391], [-4.09857, -3.29878, 0.84857], [-5.05433, -3.46816, 2.00769], [-4.29323, -3.86472, 3.19149], [-3.82910, -5.32533, 3.05661], [-5.94891, -2.33604, 2.22874], [-5.21874, -0.91992, 2.51208], [-4.00037, -2.81072, -1.20026], [-5.18069, -1.82099, -0.33913], [-5.56539, -3.47869, -0.77167], [-3.76948, -4.30727, 0.59809], [-3.15398, -2.83790, 1.13742], [-4.99195, -3.92687, 4.02577], [-3.56586, -3.11324, 3.49858], [-3.43906, -5.60445, 2.07780], [-4.62935, -6.02651, 3.29333], [-3.08083, -5.62659, 3.78971], [-6.64575, -2.27080, 1.39312], [-6.53169, -2.53913, 3.12720], [-4.45331, -0.91683, 3.28810], [-4.68464, -0.55029, 1.63674], [-5.87504, -0.11012, 2.83082]],
  "mulliken_spin": [2.27, 2.16, -0.01, 0.00, 0.02, -0.01, -0.01, 0.01, -0.05, -0.04, -0.01, 0.01, -0.10, -0.11, -0.02, 0.02, -0.04, -0.04, 0.00, 0.00, 0.00, 0.00, 0.04, -0.02, -0.02, 0.00, 0.00, 0.00, 0.00, 0.00, 0.00, 0.00, 0.00, 0.00, 0.00, 0.00, 0.00, 0.00, 0.00, 0.00, 0.00, 0.00, 0.00, 0.00, 0.00, 0.00, 0.00, 0.00, 0.00, 0.00, 0.00, 0.00, 0.00, 0.00, 0.00, 0.00, 0.00, 0.00, 0.00, 0.00, 0.00, 0.00, 0.00, 0.00, 0.00, 0.00, 0.00, 0.00, 0.00, 0.00, 0.00, 0.00, 0.00, 0.00, 0.00, 0.00, -0.01, 0.03, -0.11, 0.01, 0.00, -0.02, 0.02, 0.00, 0.01, 0.00, 0.00, 0.00, 0.01, 0.00, 0.00, 0.00, 0.00, 0.01, 0.00, 0.00, 0.00, 0.00, 0.00, 0.00, 0.00, 0.00, 0.00, 0.00, 0.00, 0.00, 0.00, 0.00, 0.00, 0.00, 0.00, 0.00, 0.00, 0.00, 0.00, 0.00, 0.00, 0.00, 0.00, 0.00]
}

No. 2
{
  "formula": "C5H9NO",
  "method": "ωB97M-V/def2-TZVPD",
  "charge": 0,
  "energy_ev": -8867.02447,
  "e_above_lowest_kj_mol": 211.1,
  "elements": ["C", "C", "N", "C", "C", "C", "O", "H", "H", "H", "H", "H", "H", "H", "H", "H"],
  "coordinates": [[1.50073, 0.79016, 0.02405], [1.01669, -0.54247, 0.55922], [-0.11421, -0.53422, 1.49590], [-0.29625, -1.11504, 0.17273], [-1.25695, -0.39381, -0.74741], [-1.25959, 1.11683, -0.66554], [-1.30207, 1.83057, -1.64272], [1.56259, 1.53747, 0.82351], [2.47452, 0.67585, -0.45677], [0.84055, 1.18735, -0.74716], [1.80527, -1.26021, 0.78645], [-0.01070, -1.26129, 2.19856], [-0.35879, -2.20090, 0.09830], [-2.28157, -0.68474, -0.46807], [-1.08394, -0.68076, -1.79064], [-1.23628, 1.53521, 0.35960]],
  "nbo_charge": [-0.63, -0.08, -0.61, -0.07, -0.53, 0.43, -0.54, 0.22, 0.22, 0.22, 0.20, 0.36, 0.20, 0.24, 0.23, 0.14]
}

No. 3
{
  "formula": "C47H52ClN3O12",
  "method": "ωB97M-V/def2-TZVPD",
  "charge": 0,
  "energy_ev": -91127.74512,
  "e_above_lowest_kj_mol": 280.8,
  "elements": ["C", "C", "N", "C", "C", "N", "C", "C", "H", "H", "H", "H", "H", "H", "H", "H", "H", "H", "H", "Cl", "N", "C", "C", "C", "C", "C", "H", "H", "H", "H", "H", "C", "C", "C", "C", "C", "C", "O", "O", "H", "H", "H", "H", "H", "H", "C", "C", "C", "C", "C", "C", "O", "O", "H", "H", "H", "H", "H", "H", "C", "C", "C", "C", "C", "C", "O", "O", "H", "H", "H", "H", "H", "H", "C", "C", "C", "C", "C", "C", "O", "O", "H", "H", "H", "H", "H", "H", "C", "C", "C", "C", "C", "C", "O", "O", "H", "H", "H", "H", "H", "H", "C", "C", "C", "C", "C", "C", "O", "O", "H", "H", "H", "H", "H", "H"],
  "coordinates": [[-0.99019, -0.05222, 2.14706], [0.08674, -1.07383, 2.11209], [1.34490, -0.60733, 1.52391], [2.02349, 0.43387, 1.91681], [3.31833, 0.35359, 1.27777], [3.20583, -0.71673, 0.45012], [1.91076, -1.33763, 0.53546], [4.16583, -1.19151, -0.61786], [-0.49309, 0.70401, 2.41977], [-1.78130, -0.19513, 2.80547], [-1.18855, 0.21149, 0.94483], [-0.43508, -1.85607, 1.76679], [0.35450, -1.22508, 3.04762], [1.60631, 1.12312, 2.69561], [4.24959, 1.05477, 1.34693], [1.66369, -2.19809, -0.18583], [4.60806, -2.10181, -0.30841], [5.05148, -0.29806, -0.79036], [3.88504, -1.28001, -1.69844], [0.62285, 2.01046, 5.27183], [5.81906, -3.08739, -2.32611], [5.66659, -3.64580, -3.48472], [6.08605, -4.93353, -3.83169], [6.88394, -5.67776, -2.92562], [7.05791, -5.09067, -1.64924], [6.56365, -3.82906, -1.39744], [5.01822, -3.26921, -4.27716], [5.86913, -5.20982, -4.75257], [7.42500, -6.66677, -3.11678], [7.83859, -5.36850, -0.75797], [6.97434, -3.33610, -0.45247], [0.22651, -0.27571, -2.50931], [0.54737, 0.58718, -3.68949], [-0.39216, 0.69406, -4.77766], [-1.57624, -0.11759, -4.68622], [-1.87434, -0.96640, -3.51890], [-0.97050, -0.99090, -2.43349], [-1.25061, -1.90027, -1.39071], [-0.28796, 1.41338, -5.81304], [0.98570, -0.37616, -1.71198], [1.42748, 1.15297, -3.57998], [-2.27069, -0.31987, -5.60201], [-2.71177, -1.69952, -3.56472], [-1.91168, -2.63203, -1.71777], [-1.03373, 1.53788, -6.37592], [-3.79954, 4.04467, -1.71630], [-3.16634, 2.62978, -1.49265], [-4.04403, 1.68676, -1.10748], [-5.41693, 1.85500, -0.94721], [-5.99360, 3.09062, -1.33504], [-5.19340, 4.15170, -1.79698], [-5.75144, 5.33066, -2.06293], [-3.55831, 0.39929, -1.01855], [-3.22218, 4.78402, -1.86686], [-2.14049, 2.34780, -1.54371], [-6.28124, 1.21611, -0.68849], [-6.85564, 3.18911, -1.30316], [-5.10764, 5.98254, -2.32162], [-2.66218, 0.40068, -1.62760], [3.44578, 4.39691, 0.87804], [4.86699, 3.74523, 0.68865], [5.04879, 2.98469, -0.42067], [3.96524, 2.72119, -1.23382], [2.81619, 3.55049, -1.14707], [2.46951, 4.34964, -0.02927], [1.35131, 5.07022, 0.12321], [6.20907, 2.29172, -0.57502], [3.23349, 4.98887, 1.84729], [5.72374, 3.89959, 1.32715], [4.09994, 1.92425, -2.12152], [2.02050, 3.41510, -1.90847], [0.85588, 5.25451, -0.72600], [6.94050, 2.75459, -0.19360], [-2.71341, 3.58269, 3.21608], [-4.02099, 3.66296, 2.37073], [-4.72944, 4.85970, 2.35169], [-4.03311, 6.00186, 2.94470], [-2.83501, 5.84846, 3.77908], [-2.18509, 4.61111, 3.80308], [-0.89164, 4.64556, 4.42052], [-5.80254, 4.92087, 1.58987], [-2.16856, 2.58207, 3.21052], [-4.22026, 2.84110, 1.79128], [-4.31253, 6.92052, 2.63430], [-2.38917, 6.83218, 3.99004], [-0.65525, 3.78089, 4.65190], [-5.93768, 4.09881, 1.16962], [-3.72845, -3.50294, 2.05637], [-3.67236, -2.94642, 3.47103], [-4.01714, -1.66855, 3.74714], [-4.62843, -0.79740, 2.79752], [-4.75645, -1.27786, 1.45854], [-4.23382, -2.54365, 1.09218], [-4.23917, -2.88348, -0.29348], [-3.98707, -1.11659, 5.04368], [-3.16933, -4.45652, 1.80410], [-3.30380, -3.56965, 4.28433], [-5.09040, 0.15664, 3.01700], [-5.06736, -0.61330, 0.83904], [-3.63683, -3.60615, -0.56819], [-3.27569, -1.27834, 5.52221], [2.16700, -4.66531, -1.08853], [0.73054, -4.59344, -1.01437], [0.08527, -4.62096, 0.30503], [0.84243, -4.72125, 1.47741], [2.23220, -4.80134, 1.40910], [2.87111, -4.84345, 0.15762], [4.32434, -4.91400, 0.21220], [-1.25003, -4.53634, 0.49590], [2.63613, -4.44404, -2.24224], [-0.03917, -4.45893, -1.77469], [0.33038, -4.72127, 2.54885], [2.70381, -4.76280, 2.29190], [4.47061, -4.71352, -0.73680], [-1.57668, -4.49387, -0.23483]],
  "mulliken_charge": [-1.40, -0.97, 0.53, 0.01, -0.66, 0.50, -0.80, -1.17, 0.73, 0.52, -0.01, 0.32, 0.75, 0.33, 0.46, 0.61, 0.79, 0.15, 0.28, -0.82, -0.21, -0.21, -0.63, -0.28, -0.07, -0.36, 0.34, 0.61, 0.33, 0.22, 0.25, -0.10, -0.99, 0.64, -0.56, -0.09, -0.73, 0.51, -0.53, 0.22, 0.63, 0.20, 0.38, 0.09, 0.32, -1.00, -0.79, 0.76, -0.38, -1.48, 0.56, -0.54, -0.07, 0.74, 0.73, 0.31, 1.15, 0.30, -0.17, -0.45, -0.70, 0.38, 0.08, -0.30, 0.46, -0.53, -0.50, 0.30, 0.35, 0.20, 0.12, 0.32, 0.32, -0.18, -0.05, 0.28, -0.66, -0.62, 0.57, -0.40, -0.52, -0.02, 0.37, 0.51, 0.30, 0.04, 0.26, -0.56, -0.80, 0.60, -0.46, -0.58, 0.50, -0.61, -0.54, 0.38, 0.39, 0.46, 0.62, 0.27, 0.29, -0.39, -0.64, 0.20, -0.22, -0.54, 0.58, -0.49, -0.38, 0.13, 0.38, 0.22, 0.62, 0.17, 0.22]
}